Formula: C28H62F17InN23O14
Source: the Open Molecules 2025 dataset
Level of theory: wB97M-V/def2-TZVPD

```
145
Properties=species:S:1:pos:R:3:forces:R:3:lowdin_charge:R:1
C 1.9129 -2.4092 0.7204 -0.08 -0.03 -0.01 -0.104
O 0.6666 -3.0138 0.4507 0.05 0.06 0.25 -0.226
C 0.7892 -4.3564 -0.0216 -0.24 0.17 -0.15 -0.188
C 0.5235 -4.4891 -1.5440 -0.15 0.15 0.28 -0.161
C 0.4301 -3.1365 -2.2759 0.00 -0.41 0.19 -0.309
C -0.9365 -2.4561 -2.1480 0.55 0.51 -0.07 -0.240
In -0.8272 -0.3151 -2.6747 -0.56 -0.85 -0.68 0.910
C 0.5417 -0.0633 -4.4373 -0.33 0.14 0.34 -0.245
C -0.0625 -0.1065 -5.7985 -0.24 0.00 -0.17 -0.344
N -1.3036 -0.2431 -6.0542 0.30 0.03 0.15 0.091
C -2.9384 0.3142 -3.1471 -0.04 0.41 0.64 -0.153
C -3.1639 1.7631 -3.2631 -0.47 0.36 0.23 -0.598
O -4.0275 2.4198 -2.6934 0.39 -0.33 -0.38 0.018
O -2.3315 2.4458 -4.1182 -0.16 0.37 0.40 0.048
C -0.2332 0.9548 -0.8738 -0.01 -0.30 -0.21 -0.376
F -0.8628 2.1881 -0.8755 0.20 0.04 0.21 0.015
F -0.6763 0.3141 0.2746 0.04 0.15 -0.11 0.006
C 1.2784 1.1732 -0.6353 -0.24 0.08 0.63 -0.368
F 1.9511 0.0978 -1.1336 -0.06 0.26 0.00 0.088
F 1.5905 1.2250 0.7026 0.00 -0.02 -0.43 0.103
C 1.8601 2.4756 -1.2396 -0.37 0.40 0.20 -0.329
F 1.4604 3.5046 -0.4401 0.22 -0.34 -0.36 0.141
F 1.3804 2.7134 -2.4865 0.35 -0.19 0.44 0.146
C 3.4212 2.5839 -1.2707 0.01 0.41 -0.04 -0.299
F 3.9092 2.4113 -0.0156 -0.15 0.02 -0.51 0.145
F 3.7005 3.8643 -1.6339 -0.13 -0.46 0.14 0.140
C 4.1843 1.6435 -2.2826 0.19 0.04 -0.39 -0.308
F 3.3314 1.0138 -3.1140 0.21 0.24 0.28 0.149
F 4.9950 2.4233 -3.0497 -0.29 -0.29 0.29 0.141
C 5.1234 0.5936 -1.6156 0.34 0.20 0.30 -0.320
F 4.5325 -0.0703 -0.6004 0.13 0.16 -0.33 0.151
F 6.1754 1.2829 -1.0949 -0.38 -0.23 -0.22 0.142
C 5.6953 -0.4717 -2.6184 0.56 -0.26 0.30 -0.316
F 6.9665 -0.7521 -2.2142 -0.42 0.08 -0.23 0.138
F 5.7594 -0.0047 -3.8770 -0.14 -0.04 0.37 0.167
C 4.9296 -1.8333 -2.6107 -0.11 -0.21 -0.43 -0.525
F 3.6128 -1.6532 -2.6290 0.44 -0.13 0.04 0.187
F 5.2786 -2.5652 -1.5410 -0.24 0.29 -0.32 0.166
F 5.2875 -2.5149 -3.7149 -0.11 0.17 0.46 0.172
H 2.4554 -2.2218 -0.2121 0.12 0.04 0.01 0.063
H 1.7336 -1.4580 1.2219 -0.10 0.06 -0.09 0.082
H 2.5200 -3.0191 1.3913 0.00 -0.10 -0.01 0.068
H 0.0702 -4.9427 0.5509 -0.02 -0.06 -0.03 0.123
H 1.7782 -4.7358 0.2297 0.06 -0.01 0.02 0.083
H 1.3054 -5.1251 -1.9658 0.00 -0.02 -0.07 0.090
H -0.4281 -5.0086 -1.6754 0.03 -0.08 -0.14 0.105
H 1.2321 -2.5071 -1.8883 0.04 0.16 -0.11 0.055
H 0.6428 -3.3068 -3.3352 0.05 0.06 -0.04 0.100
H -1.6312 -2.9316 -2.8419 -0.20 0.02 0.13 0.040
H -1.3054 -2.5367 -1.1268 -0.13 -0.11 0.01 0.033
H 1.1301 0.8529 -4.3398 0.17 -0.03 -0.17 0.014
H 1.2480 -0.8998 -4.3932 0.13 0.07 0.11 0.036
H 0.6471 -0.0289 -6.6369 0.05 0.01 0.02 0.099
H -1.4307 -0.2551 -7.0656 -0.03 -0.02 -0.03 0.041
H -3.5670 -0.0530 -2.3338 -0.05 0.01 -0.03 0.051
H -3.2393 -0.1911 -4.0624 0.44 -0.04 -0.16 0.033
H -1.4563 2.0475 -4.0723 -0.03 -0.41 -0.40 0.057
C -7.3353 1.4448 -0.3237 0.04 0.18 -0.02 -0.650
O -7.7261 0.3303 -0.6893 0.07 0.18 -0.02 -0.031
N -6.3973 2.1642 -0.9612 -0.07 -0.66 -0.11 0.187
N -7.8627 2.0317 0.7972 -0.03 -0.03 0.13 0.148
H -6.1093 3.0735 -0.6569 -0.18 0.15 -0.12 0.068
H -5.9672 1.7856 -1.7913 0.23 0.10 0.09 0.087
H -8.5615 1.5238 1.3019 0.00 -0.03 0.00 0.091
H -7.5846 2.9405 1.1139 -0.01 0.06 -0.09 0.085
C 3.2650 -1.8195 4.0736 -0.10 0.10 -0.02 -0.680
O 3.0970 -2.9563 3.6640 0.15 -0.05 0.17 0.011
N 4.0229 -0.9071 3.3794 0.11 -0.05 0.03 0.154
N 2.7218 -1.3492 5.2296 -0.04 0.03 -0.12 0.163
H 4.1646 0.0354 3.6866 -0.07 0.02 0.01 0.085
H 4.4258 -1.2095 2.5135 -0.05 0.00 -0.05 0.091
H 2.1622 -1.9860 5.7627 -0.01 -0.04 -0.01 0.102
H 2.8583 -0.4130 5.5742 0.13 -0.05 0.20 0.052
C 3.6058 1.9982 7.6294 -0.17 0.13 0.13 -0.667
O 3.4375 0.8410 7.2539 -0.01 -0.05 -0.16 -0.008
N 4.3357 2.8988 6.9213 -0.24 -0.13 0.04 0.163
N 3.0702 2.4667 8.7951 0.00 -0.25 0.02 0.155
H 4.5011 3.8421 7.2180 0.07 -0.02 0.05 0.062
H 4.7462 2.5896 6.0632 0.12 0.02 0.00 0.092
H 2.5206 1.8248 9.3328 -0.04 -0.09 -0.09 0.098
H 3.1911 3.4135 9.1178 0.09 0.04 -0.06 0.039
C 5.1540 5.2915 9.7206 0.38 -0.11 -0.08 -0.653
O 3.9826 5.0327 9.4949 -0.03 0.32 0.01 0.013
N 5.9775 4.4409 10.3947 -0.17 0.14 0.06 0.176
N 5.7272 6.4605 9.2957 -0.06 0.03 0.02 0.152
H 6.9438 4.6315 10.5755 0.02 0.00 -0.06 0.097
H 5.5862 3.5703 10.7020 -0.01 -0.08 -0.05 0.109
H 5.1448 7.0973 8.7846 -0.05 0.00 0.02 0.112
H 6.6855 6.6959 9.4661 -0.02 -0.01 0.19 0.087
C 7.5957 5.1205 6.1253 -0.08 0.04 0.13 -0.662
O 6.5702 4.5444 6.4469 0.11 -0.01 -0.18 0.027
N 7.9801 6.2710 6.7641 0.13 0.01 0.00 0.150
N 8.4225 4.6737 5.1382 -0.03 0.00 0.05 0.160
H 8.8088 6.7937 6.5565 0.02 -0.03 -0.08 0.093
H 7.3618 6.5839 7.4870 -0.06 0.03 -0.08 0.057
H 8.1567 3.8322 4.6622 -0.02 -0.01 -0.02 0.108
H 9.2662 5.1409 4.8684 0.00 0.03 0.00 0.094
C -1.7830 -3.9953 -7.6636 -0.11 0.01 0.02 -0.682
O -0.6494 -3.6179 -7.4317 0.00 -0.02 -0.08 0.021
N -2.9000 -3.3199 -7.2736 0.28 0.28 -0.27 0.163
N -2.0254 -5.1609 -8.3601 0.00 0.02 -0.07 0.130
H -3.8246 -3.6476 -7.4687 -0.01 -0.14 0.16 0.078
H -2.7883 -2.4786 -6.7284 -0.01 -0.17 0.29 0.075
H -1.2280 -5.6874 -8.6584 0.03 -0.01 0.03 0.090
H -2.9439 -5.5038 -8.5618 -0.02 -0.01 0.05 0.079
C -2.2644 -2.8251 3.1978 0.07 0.10 -0.01 -0.682
O -2.5587 -3.9412 2.8040 -0.02 0.02 0.05 0.015
N -1.4197 -1.9878 2.5433 -0.06 -0.14 -0.11 0.178
N -2.7852 -2.3213 4.3733 0.01 -0.01 0.04 0.127
H -1.1873 -1.0739 2.8804 -0.03 0.04 -0.02 0.092
H -1.0056 -2.3002 1.6766 0.17 -0.07 -0.01 0.082
H -3.4135 -2.9099 4.8833 -0.02 -0.03 -0.01 0.087
H -2.5686 -1.4098 4.7259 0.01 0.03 -0.03 0.078
C 3.9143 -6.9048 0.0239 0.03 0.18 0.02 -0.672
O 2.7132 -6.9351 -0.1506 0.04 -0.21 -0.02 0.040
N 4.5702 -7.8188 0.8105 0.01 -0.04 -0.09 0.143
N 4.7095 -5.9457 -0.5466 -0.01 -0.09 -0.05 0.158
H 5.5576 -7.8030 0.9734 0.01 0.05 0.01 0.083
H 4.0111 -8.5244 1.2495 -0.04 0.02 0.03 0.097
H 4.2544 -5.2575 -1.1174 -0.03 0.03 0.02 0.092
H 5.6997 -5.8910 -0.4107 0.01 0.02 0.04 0.087
C -10.5155 -1.3642 -2.9281 0.15 0.03 -0.10 -0.688
O -10.1945 -0.9514 -4.0376 -0.01 -0.09 0.08 -0.007
N -11.4934 -2.3211 -2.7842 -0.07 0.03 0.03 0.132
N -9.9391 -0.9312 -1.7827 -0.03 0.28 -0.31 0.159
H -11.7761 -2.6888 -1.8972 0.03 0.00 0.03 0.082
H -11.9274 -2.6635 -3.6187 0.02 0.00 -0.04 0.091
H -9.2026 -0.2306 -1.8263 -0.07 -0.32 0.21 0.066
H -10.1889 -1.2812 -0.8787 0.05 -0.06 0.03 0.092
C -5.4717 -1.9581 -4.8164 0.00 0.21 0.19 -0.672
O -4.3223 -2.3486 -4.7010 -0.09 -0.11 -0.36 0.021
N -6.2246 -1.5727 -3.7545 -0.09 -0.09 0.07 0.178
N -6.1100 -1.8530 -6.0331 0.02 -0.14 0.04 0.149
H -7.1641 -1.2355 -3.8468 -0.11 0.07 0.07 0.085
H -5.8014 -1.6039 -2.8450 0.01 0.06 0.01 0.107
H -5.5918 -2.0953 -6.8528 0.04 0.08 -0.05 0.074
H -7.0528 -1.5253 -6.1256 -0.01 0.03 0.02 0.089
C -6.5771 6.1063 -1.0426 0.24 0.00 -0.18 -0.669
O -7.1513 5.0307 -1.0614 -0.07 0.12 0.26 0.022
N -5.2166 6.2066 -1.0975 -0.10 -0.05 0.15 0.163
N -7.2567 7.2956 -0.9799 -0.02 -0.02 0.06 0.143
H -4.7253 7.0788 -1.0946 0.00 0.02 -0.03 0.091
H -4.6917 5.3531 -1.1812 0.03 -0.02 -0.13 0.108
H -8.2568 7.2484 -0.9489 -0.02 -0.02 -0.01 0.097
H -6.8073 8.1900 -0.9734 0.03 0.00 -0.03 0.086
```
Positions in Å, forces in eV/Å.

Calculated values
- Charge: -1
- Highest occupied orbital energy: -0.171 Eh
- E_LUMO: 0.97 eV
- E: -144362.42648 eV
- Orbital gap: 5.635 eV